Record 1
11
Properties=species:S:1:pos:R:3:forces:R:3 method="wB97M-V/def2-TZVPD" de_lowest_kcal_mol=135.53 homo_energy_ev=-9.836 e_tot_ha=-426.8416 gap_ev=8.8
C -0.46924 -0.03883 0.72647 2.4 1.4 -0.7
C 1.09399 0.80344 -0.78006 0.6 -2.3 -0.4
H -0.47015 0.27866 2.89584 0.6 -4.1 -3.5
H -1.42976 -1.18238 2.26070 2.3 0.8 -1.3
H 1.05844 -0.27290 -2.75963 -3.8 1.4 3.8
N -0.44121 -0.78626 1.97313 -3.7 5.0 2.5
N -1.40958 -0.38459 -0.35671 1.8 0.1 0.6
N -1.00457 -0.33243 -1.58040 1.7 0.0 1.0
N 0.29373 0.03577 -1.77822 1.7 -0.1 -1.0
N 0.53568 0.92220 0.60075 -1.4 -3.2 -2.9
O 2.24268 0.95732 -1.20187 -2.2 1.0 1.8


Record 2
41
Properties=species:S:1:pos:R:3:forces:R:3 method="wB97M-V/def2-TZVPD" s2=2.0380 charge=+2 homo_energy_ev="-13.277 / -13.276" spin_multiplicity=3 e_tot_ha=-3102.5447 gap_ev="6.1 / 3.6"
Au 0.76621 -1.66490 -0.22385 0.0 -0.1 -0.5
N 2.90771 -1.80200 -0.59465 -0.1 0.0 -0.2
C 3.68651 -1.83670 0.65395 0.1 0.3 0.3
C 3.14411 -0.79920 1.63025 0.1 -0.3 0.1
N 1.75771 -1.13070 1.94255 0.0 0.1 0.6
H 3.12711 -2.61740 -1.16325 -0.1 0.1 0.0
H 3.17791 -0.98510 -1.13815 0.0 -0.2 0.0
H 4.74721 -1.65260 0.46615 -0.1 -0.1 0.0
H 3.57591 -2.82930 1.09405 0.1 0.0 -0.1
H 3.15431 0.19520 1.17985 0.1 0.0 0.0
H 3.77901 -0.78770 2.52165 0.0 0.1 -0.1
H 1.28921 -0.36990 2.42185 0.1 -0.2 0.1
H 1.72061 -1.95690 2.53165 -0.1 0.2 0.1
C 3.70531 3.08930 -0.62265 -0.1 0.1 0.0
S 3.23291 4.66670 -1.37195 -0.3 -0.1 0.1
C 1.60111 4.97500 -0.88215 0.6 0.1 -0.3
C 0.70671 4.22710 -0.12955 -0.1 -0.6 0.4
S 0.89811 2.72910 0.60425 -0.4 0.4 -0.1
S -0.88349 4.97180 0.07675 0.2 0.8 -0.5
C -0.57759 6.41160 -0.84625 1.0 -1.3 0.3
S -1.73469 7.56040 -1.06445 -0.4 0.5 -0.1
S 1.03591 6.50810 -1.49835 -0.8 0.0 0.3
H 4.71021 2.89780 -0.99155 0.1 0.1 -0.1
H 3.02521 2.30410 -0.94105 0.1 0.0 0.0
H 3.71021 3.18200 0.46085 0.0 -0.1 -0.1
C -4.99839 -0.44390 -0.19785 -0.1 0.1 0.0
C -3.83069 -1.10130 -0.90365 0.1 -0.1 0.5
S -2.53519 -1.49520 0.33965 -0.3 -0.6 -0.4
O -1.28599 -1.58090 -0.53885 0.0 0.1 -0.4
C -2.90749 -3.25970 0.69995 0.0 0.4 -0.2
C -2.84499 -4.15020 -0.52575 0.0 0.1 -0.1
H -5.78199 -0.21770 -0.91945 0.0 0.0 0.0
H -4.68659 0.48450 0.27355 0.0 0.1 0.1
H -5.42749 -1.08770 0.56645 -0.1 -0.1 0.1
H -3.35879 -0.42690 -1.61835 0.2 -0.1 0.1
H -4.11949 -2.01320 -1.42005 0.1 0.0 0.0
H -3.87939 -3.28600 1.18995 0.0 0.1 0.1
H -2.14169 -3.54600 1.42215 0.0 0.2 0.1
H -3.76869 -4.12930 -1.09845 0.0 0.0 0.0
H -2.67779 -5.17870 -0.21425 0.0 0.0 0.0
H -2.01869 -3.85340 -1.17115 0.0 -0.1 0.0


Record 3
8
Properties=species:S:1:pos:R:3:forces:R:3 method="wB97M-V/def2-TZVPD" de_lowest_kcal_mol=50.83 homo_energy_ev=-10.036 smiles="[H]/N=N/CC#N" e_tot_ha=-242.1917 gap_ev=10.4
H 1.07546 2.25655 -0.00825 0.5 -0.2 -0.6
N 0.25731 1.65267 -0.10484 -0.5 -1.6 0.6
N 0.61065 0.46301 0.00635 -1.2 1.5 1.1
C -0.52866 -0.52205 0.13847 1.0 -0.2 0.0
C -1.95304 -0.07055 -0.07083 -1.5 0.4 1.2
N -3.07682 0.24760 0.06299 3.1 -0.8 -0.7
H -0.40091 -1.10943 1.10200 -0.4 1.4 -0.6
H -0.09673 -1.27810 -0.50863 -1.1 -0.4 -0.9


Number 1: molecular weight 113.1 g mol⁻¹, largest force on an atom 6.68 eV/Å. Number 2: molecular weight 574.7 g mol⁻¹, largest force on an atom 1.70 eV/Å. Number 3: molecular weight 69.1 g mol⁻¹, largest force on an atom 3.32 eV/Å.